Computed, not measured: 2 unconnected molecules or ions with the total composition C2H10N2O2 in a non-equilibrium geometry, with ωB97M-V/def2-TZVPD.

Results
E ... -9310.101 eV
LUMO energy ... 0.9 eV
Multiplicity ... 1
Relative energy (zero: lowest compared OMol25 entry of this formula, charge and spin) ... 33.86 kcal per mole

Last column: Mulliken charge in e.
CARTESIAN COORDINATES (ANGSTROEM)
N (-2.435781, -0.189621, 0.536218)  -0.58
C (-1.598729, -0.067771, -0.677556)  -0.05
O (-1.033152, 1.312535, -0.854843)  -0.58
H (-3.359563, -0.647222, 0.348423)  0.23
H (-2.079838, -0.636536, 1.357744)  0.23
H (-2.123059, -0.063508, -1.711404)  0.28
H (-0.840134, -0.801980, -0.817392)  0.18
H (-1.512907, 1.941113, -0.277476)  0.29
N (1.135407, 0.242831, 1.007350)  -0.42
C (1.968608, -0.634925, 0.255837)  -0.19
O (3.158620, 0.060818, -0.345184)  -0.54
H (0.733549, 0.820963, 0.312970)  0.17
H (1.606646, 0.807902, 1.660613)  0.23
H (1.320349, -1.064892, -0.552287)  0.17
H (2.312369, -1.490982, 0.890435)  0.30
H (2.747616, 0.411280, -1.133448)  0.30

Cartesian forces, eV/Å:
N -1.4 -0.2 -2.1
C -1.9 2.3 -1.5
O 0.1 -0.9 1.1
H 1.3 0.8 0.0
H 1.0 -0.2 0.0
H -0.3 -0.8 2.2
H 1.1 -0.2 0.6
H 0.1 -0.9 -0.3
N -0.4 -1.4 -0.7
C 0.9 -0.6 0.1
O -1.7 -1.4 0.8
H -1.0 1.2 -0.3
H 0.9 0.5 0.9
H 0.8 0.3 0.5
H 0.2 0.9 -0.6
H 0.3 0.5 -0.5


Computed, not measured: 4 unconnected molecules or ions with the total composition C2H10N2O2 in a non-equilibrium geometry, with ωB97M-V/def2-TZVPD.

Results
E ... -9304.791 eV
LUMO energy ... -3.0 eV
Multiplicity ... 1
Relative energy (zero: lowest compared OMol25 entry of this formula, charge and spin) ... 156.31 kcal per mole

Last column: Mulliken charge in e.
CARTESIAN COORDINATES (ANGSTROEM)
C (-0.742087, -0.554848, -1.677440)  -1.03
N (-0.393049, 0.001128, -0.369550)  -0.24
C (0.325313, -1.015151, 0.418947)  -0.50
N (1.540711, -1.280732, 0.229742)  -0.48
H (-1.240871, 0.200477, -2.282610)  0.32
H (-1.431124, -1.396921, -1.593161)  0.33
H (0.137766, -0.914644, -2.219696)  0.35
H (0.299470, 0.737690, -0.487965)  0.30
H (-0.363307, -1.765607, 0.847087)  0.53
H (0.261880, 0.071080, 1.755481)  0.24
H (-1.613165, 0.735092, 0.873125)  0.48
H (-2.194350, 1.499014, 2.081261)  0.32
O (-2.443618, 1.099635, 1.245043)  -0.69
H (2.190031, 0.198043, 0.422805)  0.37
H (3.306574, 1.229168, 0.466246)  0.33
O (2.359826, 1.156576, 0.290683)  -0.66

Cartesian forces, eV/Å:
C -0.4 0.1 -0.5
N 0.7 -0.6 -0.1
C -1.0 1.7 0.8
N 0.0 -0.7 0.5
H 0.0 0.1 0.0
H 0.0 0.1 0.3
H 0.1 0.1 0.1
H -0.1 0.1 -0.2
H 0.2 -0.1 0.3
H 0.2 -1.6 -1.3
H -0.5 0.2 -0.1
H 0.0 0.1 0.1
O 0.2 -0.1 0.1
H 0.6 0.8 -0.2
H -0.1 0.2 -0.1
O 0.2 -0.2 0.3